1.
This record from the OMol25 dataset describes a structure of composition C18H24Br42FNO3S. The level of theory is ωB97M-V/def2-TZVPD.

The HOMO energy is -10.019 eV. As for the total energy: -109587.1740 Ha. For the lowest unoccupied orbital energy, the calculation gives -0.39 eV. As for the charge: 0. As for the HOMO-LUMO gap: 9.63 eV.

CARTESIAN COORDINATES (ANGSTROEM)
C (-6.1610, -3.3169, 3.7694)
C (-5.2031, -3.8880, 2.7234)
C (-4.0923, -4.7600, 3.3355)
C (-2.7545, -4.0709, 3.6371)
N (-2.1055, -3.4304, 2.4655)
O (-1.9586, -4.3036, 1.3833)
S (-0.5950, -2.8163, 2.9042)
O (-0.5988, -2.5017, 4.2920)
O (0.4693, -3.5346, 2.2815)
F (-0.6833, -1.4446, 2.1573)
H (-6.8964, -2.6568, 3.2996)
H (-6.7033, -4.1068, 4.2995)
H (-5.6258, -2.7268, 4.5230)
H (-5.7717, -4.4796, 1.9974)
H (-4.7823, -3.0651, 2.1390)
H (-4.4059, -5.2168, 4.2805)
H (-3.8996, -5.5920, 2.6503)
H (-2.8540, -3.3041, 4.4066)
H (-2.0739, -4.8344, 4.0485)
H (-1.6050, -5.1405, 1.7405)
C (-3.4217, -1.3648, -0.6291)
Br (-4.4080, -0.8609, 0.9418)
Br (-4.4013, -2.6387, -1.6834)
Br (-2.8368, 0.1368, -1.6675)
H (-2.5314, -1.8587, -0.2843)
C (-1.6337, 4.0745, -3.2916)
Br (-0.6833, 2.4184, -3.5222)
Br (-3.4690, 3.7935, -2.7958)
Br (-0.7417, 5.2121, -2.0264)
H (-1.6384, 4.5830, -4.2479)
C (2.0602, -2.7003, -1.1026)
Br (1.0848, -1.0537, -1.2702)
Br (1.6889, -3.9018, -2.5555)
Br (3.9515, -2.3988, -0.9463)
H (1.7278, -3.1798, -0.1923)
C (7.4507, -1.0458, -3.1726)
Br (6.1485, -1.8677, -4.3239)
Br (6.9036, 0.7191, -2.6473)
Br (7.8404, -2.1526, -1.6479)
H (8.3683, -0.9472, -3.7346)
C (1.5850, 5.6949, -4.6129)
Br (0.5683, 7.2199, -5.1972)
Br (1.8053, 4.4144, -6.0305)
Br (3.2629, 6.2196, -3.8452)
H (1.0237, 5.2157, -3.8219)
C (-1.6670, 6.3514, 2.0171)
Br (-2.6311, 7.2322, 3.4319)
Br (-2.8112, 5.2410, 0.9519)
Br (-0.7078, 7.6056, 0.9118)
H (-0.9333, 5.7104, 2.4853)
C (-5.3733, -8.9141, 1.9007)
Br (-5.4507, -8.7546, -0.0120)
Br (-3.5709, -8.7322, 2.5463)
Br (-6.5516, -7.6620, 2.7626)
H (-5.7118, -9.9072, 2.1594)
C (5.5134, -5.6913, -3.5262)
Br (4.6491, -6.9716, -2.3813)
Br (7.4246, -5.9034, -3.5111)
Br (4.8123, -5.7569, -5.3151)
H (5.2939, -4.7081, -3.1290)
C (6.6289, 8.9645, -4.0420)
Br (5.1888, 9.5169, -5.1834)
Br (6.0099, 8.8112, -2.2281)
Br (7.4265, 7.3233, -4.6484)
H (7.3916, 9.7292, -4.0747)
C (0.7171, -7.9542, 3.0191)
Br (-0.2841, -7.0370, 1.6543)
Br (2.4259, -7.1338, 3.3057)
Br (-0.2973, -8.0946, 4.6456)
H (0.8895, -8.9575, 2.6549)
C (-1.8897, 10.6523, 2.5054)
Br (-1.9555, 11.8745, 1.0243)
Br (-0.0844, 10.3453, 3.0900)
Br (-3.0182, 11.2194, 3.9527)
H (-2.2702, 9.7036, 2.1541)
C (3.2769, 8.6759, 1.6112)
Br (2.1847, 7.4695, 2.6338)
Br (5.1450, 8.4452, 1.9983)
Br (2.9115, 8.5317, -0.2681)
H (3.0081, 9.6810, 1.9057)
C (3.9005, -10.6141, 1.8534)
Br (2.1040, -10.9970, 1.2668)
Br (4.0849, -10.8190, 3.7540)
Br (5.1814, -11.6742, 0.8950)
H (4.0965, -9.5762, 1.6211)
C (-3.4169, 8.9085, -4.8879)
Br (-3.3729, 7.5655, -6.2644)
Br (-3.2534, 8.1166, -3.1466)
Br (-2.0474, 10.2290, -5.1820)
H (-4.3705, 9.4141, -4.9389)

Atom charges from the Löwdin analysis, given in e for atoms 1 to 2: -0.107, -0.275

2.
This record from the OMol25 dataset describes a cluster of 2 separate species, C27H51FN2O2 in total in a non-equilibrium geometry. The level of theory is ωB97M-V/def2-TZVPD.

As for the SMILES: C=C[C@H]1CNC(=O)[C@]1(CCCCCCCCCCCCC)CC(=O)F.CCN(CC)CC. The HOMO energy is -8.193 eV. As for the total energy: -1419.1761 Ha. For the lowest unoccupied orbital energy, the calculation gives 0.66 eV. As for the charge: 0. For the energy above the lowest of the compared OMol25 structures with the same formula, charge and spin, the calculation gives 0.000 eV. As for the HOMO-LUMO gap: 8.85 eV.

CARTESIAN COORDINATES (ANGSTROEM)
C (-2.4200, -2.9282, 6.7711)
C (-1.9557, -1.7765, 7.2623)
C (-0.4604, -1.5205, 7.2863)
C (0.2600, -1.7371, 5.9241)
N (1.1538, -0.5963, 5.7439)
C (1.2538, 0.1028, 6.9628)
O (2.2092, 0.7758, 7.3233)
C (-0.0294, -0.1550, 7.8006)
C (-0.9990, 1.0128, 7.6049)
C (-1.5427, 1.2001, 6.1741)
C (-1.7178, 2.6791, 5.7752)
C (-0.7655, 3.1151, 4.6572)
C (-1.3882, 3.0252, 3.2517)
C (-0.4880, 2.3025, 2.2620)
C (-1.0883, 2.1910, 0.8551)
C (-0.1021, 2.5410, -0.2478)
C (-0.4406, 1.8969, -1.5823)
C (0.4752, 2.3976, -2.7037)
C (0.9589, 1.3478, -3.7234)
C (0.0295, 0.1541, -4.0097)
C (0.8187, -1.1544, -3.9812)
C (0.3761, -0.1020, 9.2853)
C (1.1749, -1.2941, 9.7015)
O (2.3630, -1.4956, 9.5513)
F (0.3917, -2.2460, 10.2848)
H (-1.7336, -3.7566, 6.6967)
H (-3.4366, -3.0244, 6.4329)
H (-2.6140, -1.0300, 7.6749)
H (-0.1076, -2.3545, 7.8943)
H (0.7755, -2.6869, 5.9157)
H (-0.4675, -1.7573, 5.1162)
H (0.8960, -0.0486, 4.9415)
H (-1.8520, 0.8889, 8.2607)
H (-0.4730, 1.9231, 7.8730)
H (-0.9394, 0.6937, 5.4327)
H (-2.5246, 0.7383, 6.1338)
H (-2.7421, 2.8994, 5.4980)
H (-1.5052, 3.2798, 6.6565)
H (0.1698, 2.5638, 4.7180)
H (-0.5177, 4.1541, 4.8532)
H (-2.3593, 2.5406, 3.3225)
H (-1.5741, 4.0391, 2.9080)
H (0.4671, 2.8241, 2.2432)
H (-0.2851, 1.3162, 2.6764)
H (-1.9553, 2.8442, 0.8113)
H (-1.4747, 1.1814, 0.7339)
H (0.9115, 2.2889, 0.0574)
H (-0.1176, 3.6201, -0.3931)
H (-0.4600, 0.8169, -1.4878)
H (-1.4552, 2.2118, -1.8217)
H (1.3638, 2.7996, -2.2197)
H (0.0424, 3.2458, -3.2202)
H (1.9439, 0.9868, -3.4468)
H (1.1072, 1.8651, -4.6666)
H (-0.3300, 0.2417, -5.0316)
H (-0.8501, 0.0999, -3.3808)
H (0.2710, -1.9737, -4.4313)
H (1.7141, -1.0012, -4.5770)
H (1.1469, -1.3750, -2.9704)
H (-0.5393, -0.0884, 9.8704)
H (0.9038, 0.8140, 9.5089)
C (-1.4724, -2.1755, -9.5129)
C (-0.2101, -1.3275, -9.4820)
N (0.5960, -1.5336, -8.2934)
C (1.6602, -0.5559, -8.1499)
C (2.7813, -0.5383, -9.1973)
C (0.9641, -2.9107, -8.0139)
C (1.7649, -3.6759, -9.0774)
H (-2.0910, -1.9880, -8.6344)
H (-2.0576, -1.9276, -10.3992)
H (-1.2516, -3.2423, -9.5607)
H (-0.5096, -0.2764, -9.5047)
H (0.3563, -1.5090, -10.4093)
H (2.1069, -0.6737, -7.1583)
H (1.1971, 0.4361, -8.1357)
H (3.4847, -1.3573, -9.0561)
H (3.3525, 0.3877, -9.1040)
H (2.3968, -0.5819, -10.2163)
H (0.0481, -3.4701, -7.8098)
H (1.5121, -2.9315, -7.0684)
H (1.3924, -3.4926, -10.0859)
H (1.6893, -4.7491, -8.8913)
H (2.8236, -3.4239, -9.0514)

Atom charges from the Löwdin analysis, given in e for atoms 1 to 2: 0.025, -0.117

3.
This record from the OMol25 dataset describes a cluster of 2 separate species, C6H16 in total in a non-equilibrium geometry. The level of theory is ωB97M-V/def2-TZVPD.

As for the SMILES: CCC.CCC. The HOMO energy is -11.318 eV. As for the total energy: -238.1829 Ha. For the lowest unoccupied orbital energy, the calculation gives 1.08 eV. As for the charge: 0. For the energy above the lowest of the compared OMol25 structures with the same formula, charge and spin, the calculation gives 0.371 eV. As for the HOMO-LUMO gap: 12.40 eV.

CARTESIAN COORDINATES (ANGSTROEM)
C (-0.5820, -1.8081, 0.0692)
C (-1.3424, -2.6654, 1.0756)
C (-1.3866, -1.6246, -1.2019)
H (-0.4020, -0.8256, 0.4966)
H (0.3742, -2.2868, -0.1553)
H (-1.2292, -3.7372, 0.8602)
H (-2.2259, -0.9369, -1.0251)
H (-0.8306, -1.2200, -2.0544)
H (-1.8855, -2.5275, -1.5713)
H (-0.9308, -2.5266, 2.0699)
H (-2.4133, -2.4743, 1.1145)
C (0.6812, 1.6845, 0.0758)
C (0.6045, 3.0019, -0.6863)
C (2.0737, 1.3822, 0.6526)
H (0.0192, 1.7060, 0.9371)
H (0.3991, 0.8120, -0.5075)
H (0.5097, 2.8729, -1.7596)
H (2.3565, 2.1377, 1.3839)
H (1.4634, 3.6302, -0.4510)
H (-0.1977, 3.6463, -0.3198)
H (2.1024, 0.3987, 1.1172)
H (2.8417, 1.3606, -0.1205)

Atom charges from the natural (NBO) analysis, given in e for atoms 1 to 2: -0.405, -0.604

4.
This record from the OMol25 dataset describes a cluster of 3 separate species, C2H11N2O2 in total in a non-equilibrium geometry. The level of theory is ωB97M-V/def2-TZVPD.

The HOMO energy is -13.096 eV. As for the total energy: -342.5110 Ha. For the lowest unoccupied orbital energy, the calculation gives -3.50 eV. As for the charge: +1. For the energy above the lowest of the compared OMol25 structures with the same formula, charge and spin, the calculation gives 2.106 eV. As for the HOMO-LUMO gap: 9.59 eV.

CARTESIAN COORDINATES (ANGSTROEM)
C (0.9221, 0.4986, 0.7532)
C (-0.1469, 0.9787, 1.4071)
N (-0.4860, 2.4229, 1.2455)
N (1.5317, -0.6936, 0.9291)
H (1.4912, 1.1848, 0.1228)
H (-0.5734, 0.6080, 2.3312)
H (-0.0055, 2.8601, 0.4535)
H (-1.4837, 2.5277, 1.0645)
H (-0.2009, 2.9813, 2.0536)
H (1.1288, -1.4325, 1.4820)
H (1.8878, -1.0123, 0.0320)
H (-4.9016, -2.5029, -3.8025)
H (-5.4430, -1.9564, -2.5298)
O (-5.6236, -1.9445, -3.4781)
H (4.4180, -0.8441, -0.6322)
H (3.7938, -2.2300, -0.9896)
O (3.6912, -1.4457, -0.4421)

Atom charges from the natural (NBO) analysis, given in e for atoms 1 to 2: 0.073, -0.247